Entry 1:
This record from the Open Molecules 2025 dataset describes C2H8N6 as an isolated structure at a distorted geometry. The level of theory is ωB97M-V/def2-TZVPD.

* net charge: 0
* molecular weight: 116.13 g mol⁻¹
* E_LUMO: 0.48 eV
* relative energy (zero: lowest compared OMol25 entry of this formula, charge and spin): 319.43 kJ/mol
* Kohn-Sham gap: 8.58 eV
* HOMO level: -8.10 eV
* F_max: 0.05294 Eh/bohr

The geometry in XYZ format:
```
16
Properties=species:S:1:pos:R:3:forces:R:3
C 1.100 -0.643 -0.340 0.4 1.7 -2.1
N 2.165 0.185 0.056 -1.1 -0.8 0.0
N -0.178 -0.448 0.981 -0.8 0.6 0.0
N 1.191 -1.857 -0.751 -0.5 0.3 0.0
H 3.063 -0.273 0.053 0.0 0.6 0.0
H 1.997 1.172 -0.075 0.7 -0.2 -0.2
H -0.703 -1.318 0.885 -0.1 0.3 0.2
H 0.007 -0.187 1.949 0.0 -0.3 -0.1
H 2.100 -2.064 -1.153 0.0 -0.1 0.5
C -0.744 0.655 0.118 0.2 -1.0 0.8
N -2.175 0.421 -0.019 -0.7 0.5 0.2
N -2.864 1.404 0.283 0.4 -0.4 0.1
N -0.023 0.402 -1.082 1.4 -1.0 0.9
H -3.855 1.130 0.213 0.2 0.0 -0.2
H -0.564 -0.199 -1.698 0.0 -0.1 0.1
H -0.517 1.622 0.581 -0.2 -0.1 0.0
```
Forces are in eV/Å.



Entry 2:
This record from the Open Molecules 2025 dataset describes a 2-piece molecular cluster, C4H4BrO2 overall at a distorted geometry. The level of theory is ωB97M-V/def2-TZVPD.

* net charge: -1
* molecular weight: 163.98 g mol⁻¹
* E_LUMO: 3.55 eV
* relative energy (zero: lowest compared OMol25 entry of this formula, charge and spin): 16.85 kJ/mol
* Kohn-Sham gap: 8.10 eV
* HOMO level: -4.55 eV
* F_max: 0.06529 Eh/bohr

The geometry in XYZ format:
```
11
Properties=species:S:1:pos:R:3:forces:R:3
C 1.749 1.163 0.408 0.2 -0.9 -2.3
C 1.553 -0.073 0.088 0.2 1.3 0.7
C -2.542 0.219 -0.635 -0.5 2.9 0.2
C 1.371 -1.320 -0.077 0.0 -1.2 -0.4
O -2.846 1.357 -0.779 -0.7 0.4 0.1
O -1.844 -0.625 -1.010 1.4 -3.0 -0.6
Br -3.684 -0.455 1.310 -0.2 -0.3 0.3
H 1.624 1.383 1.401 -0.1 1.2 2.1
H 1.973 1.796 -0.422 0.1 1.0 0.1
H 2.327 -1.875 0.005 -1.2 -0.5 -0.2
H 0.319 -1.570 -0.290 0.7 -0.8 0.0
```
Forces are in eV/Å.



Entry 3:
This record from the Open Molecules 2025 dataset describes C18H28BiN9O3 as an isolated structure. The level of theory is ωB97M-V/def2-TZVPD.

* net charge: +2
* molecular weight: 627.46 g mol⁻¹
* E_LUMO: -5.95 eV
* relative energy (zero: lowest compared OMol25 entry of this formula, charge and spin): 13.97 kJ/mol
* Kohn-Sham gap: 8.56 eV
* HOMO level: -14.52 eV
* F_max: 0.00889 Eh/bohr

The geometry in XYZ format:
```
59
Properties=species:S:1:pos:R:3:forces:R:3
Bi 0.353 -0.215 0.295 0.4 -0.1 0.1
N -3.249 -1.490 -0.193 0.1 0.1 0.0
N -3.223 -2.877 -0.066 0.1 -0.1 0.0
C -2.075 -3.552 0.110 0.0 -0.2 0.0
N -2.142 -4.871 0.233 -0.1 0.0 0.0
N -0.954 -2.808 0.113 0.0 0.2 -0.1
N 0.231 -3.388 0.326 0.2 -0.3 0.3
O 0.403 -4.560 0.606 0.0 0.3 -0.1
O 1.195 -2.591 0.245 -0.1 -0.1 -0.1
H -3.816 -1.096 0.546 0.0 0.0 0.0
H -3.652 -1.239 -1.087 0.0 0.0 -0.1
H -4.083 -3.400 -0.103 -0.1 0.0 0.0
H -3.020 -5.362 0.198 0.0 0.0 0.0
H -1.299 -5.380 0.446 0.1 0.0 0.0
N 0.334 -1.558 3.236 -0.1 0.1 -0.3
C -0.734 -0.881 3.995 0.0 0.1 0.0
C -0.696 0.630 3.795 0.1 -0.1 0.0
C 0.632 1.265 4.240 0.0 0.0 -0.2
C 1.459 1.910 3.135 0.1 0.0 0.1
N 1.805 0.994 2.019 -0.2 0.1 0.2
H 0.186 -2.560 3.270 0.0 0.0 0.0
H 1.225 -1.414 3.701 0.0 0.0 0.0
H -0.670 -1.099 5.065 -0.1 0.0 0.0
H -1.692 -1.267 3.642 0.0 0.0 0.0
H -1.529 1.057 4.354 0.0 0.1 0.0
H -0.886 0.856 2.738 0.0 0.0 0.0
H 1.246 0.516 4.752 0.0 0.1 0.0
H 0.449 2.047 4.977 0.0 0.0 0.1
H 2.371 2.300 3.591 0.0 0.1 -0.1
H 0.931 2.762 2.706 0.0 0.0 0.0
H 2.346 0.214 2.387 0.0 0.0 -0.1
H 2.410 1.462 1.349 0.1 0.0 0.0
C -0.600 4.317 -0.455 0.0 0.1 0.0
C -0.495 3.048 0.112 0.1 -0.1 0.0
N -0.216 1.966 -0.600 0.0 0.0 -0.2
C -0.064 2.076 -1.944 0.0 0.2 0.0
C -0.104 3.323 -2.587 0.0 -0.1 0.1
C -0.378 4.456 -1.802 0.0 0.0 0.1
C 0.123 3.407 -3.998 0.0 0.0 -0.1
C 0.343 2.296 -4.728 0.0 0.1 0.0
C 0.313 1.001 -4.114 0.0 0.0 0.1
C 0.461 -0.185 -4.856 0.0 0.0 0.0
C 0.364 -1.398 -4.228 0.0 0.0 -0.1
C 0.123 -1.421 -2.852 0.0 0.0 0.1
N 0.000 -0.324 -2.128 -0.1 0.1 0.0
C 0.099 0.884 -2.734 0.0 -0.1 -0.2
H -0.836 5.167 0.168 0.0 0.0 0.0
H -0.630 2.910 1.178 0.0 0.0 0.0
H -0.423 5.433 -2.268 0.0 0.0 0.0
H 0.115 4.385 -4.464 0.0 0.0 0.0
H 0.526 2.359 -5.793 0.0 0.0 0.0
H 0.645 -0.121 -5.922 0.0 0.0 0.0
H 0.466 -2.324 -4.774 0.0 0.0 0.0
H 0.029 -2.361 -2.323 0.0 0.0 0.0
C 3.291 -0.704 -0.702 0.0 0.0 0.0
O 2.194 0.200 -0.571 -0.2 -0.1 0.3
H 3.000 -1.653 -1.153 0.0 0.0 0.0
H 3.767 -0.914 0.262 -0.1 0.0 0.0
H 4.031 -0.228 -1.346 0.0 0.0 0.0
```
Forces are in eV/Å.



Entry 4:
This record from the Open Molecules 2025 dataset describes a 8-piece molecular cluster, C37H86BN5O22S9 overall at a distorted geometry. The level of theory is ωB97M-V/def2-TZVPD.

* net charge: 0
* molecular weight: 1252.52 g mol⁻¹
* E_LUMO: -0.32 eV
* Kohn-Sham gap: 8.01 eV
* SMILES string: CCCCN[C@@](C#N)(CCCSC(=S)N(CC)CC)[C@@H](C#N)B(N)O.CCOS(C)(=O)=O.CCOS(C)(=O)=O.CCOS(C)(=O)=O.CCOS(C)(=O)=O.CCOS(C)(=O)=O.CCOS(C)(=O)=O.CCOS(C)(=O)=O
* HOMO level: -8.33 eV
* F_max: 0.05140 Eh/bohr

The geometry in XYZ format:
```
160
Properties=species:S:1:pos:R:3:forces:R:3
C -1.606 -2.257 4.963 -0.3 0.2 -0.3
C -1.947 -3.091 3.699 -0.4 0.3 0.4
C -2.496 -2.231 2.505 0.2 -1.1 0.3
C -1.670 -2.391 1.189 -1.4 0.1 0.1
N -0.904 -1.247 0.710 0.5 -1.0 0.3
C 0.192 -0.791 1.536 0.9 1.4 -0.4
C 1.146 -0.066 0.578 -1.4 -1.0 1.2
N 1.799 0.518 -0.148 0.8 0.7 -0.8
C -0.191 0.297 2.581 -0.2 0.5 0.3
C -0.905 1.533 1.968 -0.4 0.0 0.7
C -2.442 1.483 1.899 -0.3 0.7 -0.6
S -3.263 1.586 3.539 -0.3 -0.4 -0.3
C -4.949 1.173 3.016 0.6 0.5 -0.3
S -6.132 2.258 3.248 0.1 -0.3 0.0
N -5.102 -0.114 2.400 -0.4 1.1 0.7
C -5.930 -0.946 3.318 0.3 -0.2 0.2
C -5.509 -0.878 4.795 -0.4 -0.7 0.0
C -5.694 -0.026 1.044 0.7 -1.1 -0.6
C -4.700 -0.625 -0.010 -0.9 0.4 0.1
C 1.034 -1.950 2.140 1.5 -0.1 -0.8
C 1.425 -2.877 1.024 -1.6 0.7 1.9
N 1.474 -3.717 0.256 0.6 -0.8 -1.1
B 2.450 -1.437 2.768 0.4 0.1 0.8
N 2.518 -1.176 4.184 -1.2 0.5 -1.1
O 3.596 -1.283 2.002 -0.6 -0.3 0.2
H -2.221 -1.343 4.941 0.3 -0.1 0.1
H -0.550 -1.947 5.014 -0.3 -0.1 0.1
H -1.889 -2.767 5.893 0.4 -0.1 -0.3
H -2.732 -3.796 4.005 0.2 0.1 -0.2
H -1.113 -3.736 3.377 -0.1 0.2 0.1
H -2.662 -1.197 2.822 0.2 -0.1 -0.3
H -3.498 -2.641 2.307 0.2 0.3 -0.1
H -1.074 -3.308 1.292 0.2 0.5 -0.2
H -2.394 -2.624 0.391 0.3 0.1 0.1
H -1.463 -0.493 0.337 0.0 0.0 0.2
H 0.692 0.693 3.108 0.0 -0.4 -0.4
H -0.834 -0.100 3.381 0.1 -0.2 -0.4
H -0.658 2.384 2.624 0.0 -0.1 -0.3
H -0.542 1.811 0.969 0.1 -0.2 0.2
H -2.765 2.399 1.362 0.1 -0.5 0.2
H -2.854 0.640 1.335 0.2 0.0 0.4
H -5.801 -1.990 2.994 -0.2 0.3 -0.1
H -6.985 -0.636 3.217 0.2 -0.2 0.1
H -5.836 0.032 5.308 0.3 -0.1 -0.2
H -6.022 -1.711 5.303 0.1 0.3 -0.1
H -4.436 -1.062 4.932 -0.2 0.3 -0.1
H -6.599 -0.652 1.016 0.1 0.4 0.1
H -5.968 0.993 0.755 0.0 -0.2 0.4
H -3.713 -0.806 0.422 -0.3 0.0 -0.1
H -4.618 0.077 -0.849 0.2 -0.4 0.0
H -5.098 -1.579 -0.372 0.3 0.2 -0.1
H 0.522 -2.486 2.947 -0.2 -0.1 -0.5
H 2.917 -0.271 4.415 0.5 -0.4 0.3
H 1.594 -1.241 4.602 0.3 0.1 0.3
H 4.091 -2.106 1.899 0.2 0.2 -0.1
C -0.459 4.940 -2.852 -0.2 -0.3 0.0
C -0.858 5.859 -1.715 0.8 -0.2 -0.2
O -2.270 6.145 -1.714 -0.3 0.0 0.2
S -3.259 5.017 -1.178 -0.1 0.7 -0.3
C -4.697 6.027 -1.043 0.0 0.1 0.0
O -2.839 4.617 0.133 0.1 -0.3 0.0
O -3.474 4.049 -2.207 0.1 -0.2 0.2
H -0.880 3.943 -2.718 0.0 0.0 0.0
H 0.625 4.846 -2.904 0.0 0.1 0.0
H -0.828 5.323 -3.804 0.1 0.1 0.0
H -0.556 5.450 -0.749 -0.2 0.0 0.0
H -0.356 6.819 -1.830 -0.3 0.1 0.0
H -4.522 6.791 -0.289 0.0 0.0 0.0
H -5.523 5.384 -0.747 0.1 -0.1 0.0
H -4.901 6.477 -2.011 0.0 0.0 0.0
C 0.590 -7.588 3.850 -0.1 0.1 0.3
C -0.730 -7.777 3.127 0.6 0.3 -0.3
O -1.737 -8.359 3.975 -0.3 0.0 0.2
S -2.440 -7.419 5.057 -0.1 -0.6 -0.2
C -3.765 -8.505 5.467 0.0 -0.1 -0.1
O -2.961 -6.264 4.391 0.2 0.2 0.1
O -1.583 -7.288 6.194 0.0 0.3 0.0
H 0.507 -6.834 4.633 0.0 0.0 0.0
H 1.362 -7.268 3.150 -0.1 0.0 -0.1
H 0.903 -8.518 4.326 0.0 0.0 -0.1
H -1.090 -6.835 2.707 -0.1 0.0 0.1
H -0.597 -8.471 2.299 -0.2 -0.1 0.1
H -4.395 -8.640 4.592 0.0 0.0 0.0
H -4.331 -8.042 6.274 0.1 0.1 0.0
H -3.351 -9.454 5.799 0.0 0.0 0.0
C -12.509 5.449 4.513 0.2 -0.2 0.2
C -11.712 5.748 3.257 -0.7 -0.1 0.0
O -10.333 6.028 3.545 0.3 0.0 0.0
S -9.372 4.795 3.884 0.3 0.6 -0.1
C -7.844 5.661 3.749 0.0 0.1 0.0
O -9.465 3.833 2.829 -0.2 -0.1 0.1
O -9.567 4.415 5.249 -0.1 -0.2 -0.1
H -12.191 4.512 4.968 0.0 0.0 0.0
H -13.572 5.369 4.278 0.0 0.1 -0.1
H -12.367 6.236 5.255 0.0 0.0 -0.1
H -11.790 4.933 2.535 0.2 0.0 0.0
H -12.108 6.643 2.778 0.3 0.1 0.0
H -7.715 5.989 2.721 0.0 0.0 0.0
H -7.049 4.972 4.030 -0.1 -0.1 0.0
H -7.860 6.510 4.429 0.0 0.0 0.0
C 1.243 5.481 -8.973 0.1 0.3 0.1
C 1.422 4.612 -7.743 -0.6 0.0 -0.5
O 2.674 4.860 -7.080 0.2 0.1 0.3
S 2.804 6.179 -6.190 0.4 -0.5 -0.1
C 4.303 5.744 -5.371 0.1 -0.1 0.0
O 1.733 6.200 -5.238 -0.1 0.2 -0.1
O 3.054 7.299 -7.042 -0.2 0.1 0.1
H 1.137 6.532 -8.701 0.0 0.0 0.0
H 0.350 5.181 -9.523 0.0 -0.1 0.0
H 2.110 5.402 -9.629 0.0 -0.1 0.0
H 0.593 4.738 -7.043 0.1 0.1 0.1
H 1.440 3.563 -8.036 0.2 0.0 0.2
H 4.126 4.865 -4.754 0.0 0.0 0.0
H 4.595 6.589 -4.751 -0.1 0.0 0.0
H 5.066 5.546 -6.119 0.0 0.0 0.0
C 9.113 -1.389 -2.529 -0.1 -0.2 -0.1
C 8.735 -0.482 -1.375 0.7 -0.2 -0.2
O 7.324 -0.206 -1.337 -0.3 0.0 0.2
S 6.349 -1.346 -0.782 -0.2 0.7 -0.2
C 4.909 -0.353 -0.602 0.1 0.1 -0.2
O 6.808 -1.753 0.516 0.1 -0.3 -0.1
O 6.126 -2.311 -1.816 0.1 -0.2 0.2
H 8.703 -2.390 -2.393 0.0 0.0 0.0
H 10.197 -1.475 -2.607 0.0 0.1 0.1
H 8.717 -1.002 -3.469 0.0 0.1 0.0
H 9.064 -0.897 -0.421 -0.2 0.0 0.0
H 9.227 0.483 -1.494 -0.3 0.1 0.0
H 5.094 0.405 0.153 0.0 -0.1 0.0
H 4.098 -1.003 -0.291 0.0 0.0 0.0
H 4.671 0.103 -1.560 0.0 0.0 0.0
C -3.911 -2.816 -6.253 0.1 0.3 0.1
C -3.758 -3.748 -5.067 -0.5 0.0 -0.5
O -2.566 -3.476 -4.313 0.1 0.1 0.2
S -2.567 -2.206 -3.341 0.7 -0.5 0.1
C -1.095 -2.605 -2.454 0.0 -0.1 -0.1
O -3.698 -2.301 -2.463 -0.1 0.2 -0.2
O -2.337 -1.025 -4.113 -0.3 0.1 0.1
H -4.093 -1.792 -5.929 0.0 0.0 0.0
H -4.751 -3.128 -6.876 0.0 -0.1 0.0
H -3.003 -2.810 -6.857 0.0 -0.1 0.0
H -4.634 -3.709 -4.416 0.1 0.1 0.1
H -3.664 -4.775 -5.419 0.2 0.0 0.2
H -1.254 -3.528 -1.901 0.0 0.0 0.0
H -0.886 -1.786 -1.768 -0.1 0.0 0.0
H -0.278 -2.714 -3.163 0.0 0.0 0.0
C 15.508 -0.816 -0.910 -0.3 -0.1 0.0
C 15.912 -0.812 -2.372 0.3 0.5 0.5
O 15.321 -1.901 -3.101 -0.2 -0.1 -0.2
S 13.780 -1.783 -3.506 0.4 -0.5 -0.3
C 13.749 -3.127 -4.646 0.1 -0.1 0.0
O 13.579 -0.559 -4.220 -0.1 0.1 0.3
O 12.972 -2.126 -2.377 -0.1 0.3 0.0
H 14.447 -0.600 -0.793 0.0 0.0 0.0
H 16.070 -0.062 -0.359 0.1 0.0 -0.1
H 15.692 -1.794 -0.463 0.1 0.0 0.0
H 15.667 0.139 -2.849 -0.1 -0.1 -0.1
H 16.990 -0.946 -2.453 -0.1 -0.2 -0.2
H 14.397 -2.891 -5.487 0.0 0.0 0.0
H 12.721 -3.249 -4.981 0.0 0.1 0.1
H 14.086 -4.027 -4.137 0.0 0.0 0.0
```
Forces are in eV/Å.



Entry 5:
This record from the Open Molecules 2025 dataset describes C27H40N3O3S4Ti as an isolated structure. The level of theory is ωB97M-V/def2-TZVPD.

* net charge: +1
* molecular weight: 630.77 g mol⁻¹
* E_LUMO: -3.48 eV
* relative energy (zero: lowest compared OMol25 entry of this formula, charge and spin): 0.00 kJ/mol
* Kohn-Sham gap: 7.50 eV
* HOMO level: -10.98 eV
* F_max: 0.01127 Eh/bohr

The geometry in XYZ format:
```
78
Properties=species:S:1:pos:R:3:forces:R:3
Ti -0.523 -0.268 -0.055 0.3 -0.5 0.0
C 1.016 -2.013 2.668 0.0 0.0 0.0
C -0.433 -2.063 3.105 0.0 0.0 -0.1
S -1.294 -2.237 1.527 -0.1 0.1 0.1
C -3.052 -2.264 1.992 0.0 0.0 0.0
C -3.952 -1.455 1.044 0.0 0.0 0.0
S -3.147 -0.619 -0.353 0.0 0.1 0.0
C -3.227 -1.927 -1.618 0.0 0.0 0.0
C -2.026 -1.789 -2.529 0.0 0.1 -0.1
S -0.500 -2.073 -1.597 -0.1 0.0 0.2
C 2.600 -3.256 -1.362 0.1 0.1 0.0
C 3.531 -2.572 -0.711 0.0 0.0 0.0
S 1.286 -0.681 1.459 0.0 -0.2 -0.1
H 1.307 -2.966 2.224 0.0 0.0 0.0
H 1.674 -1.817 3.513 0.0 0.0 0.0
H -0.734 -1.140 3.601 0.0 0.0 0.0
H -0.648 -2.926 3.736 0.0 0.0 0.0
H -3.130 -1.882 3.009 0.0 0.0 0.0
H -3.355 -3.308 2.012 0.0 0.0 0.0
H -4.469 -0.672 1.593 0.0 0.0 0.0
H -4.723 -2.087 0.607 0.0 0.0 0.0
H -4.171 -1.812 -2.152 0.0 0.0 0.0
H -3.205 -2.887 -1.104 0.0 0.0 0.0
H -2.005 -0.802 -2.992 0.0 0.0 0.0
H -2.080 -2.533 -3.323 0.0 0.0 0.0
H 2.393 -3.069 -2.408 0.0 0.0 0.0
H 2.013 -4.030 -0.882 0.0 0.0 0.0
H 4.135 -1.818 -1.208 0.0 0.0 0.0
H 3.751 -2.750 0.334 0.0 0.0 0.0
O 1.311 0.297 -1.002 0.1 0.2 0.0
C 1.284 1.147 -2.185 -0.1 -0.1 0.1
C -0.152 1.718 -2.143 0.1 -0.2 0.1
O -0.438 2.781 -2.619 -0.2 -0.1 0.0
O -0.985 0.901 -1.520 0.0 0.4 -0.2
C 2.324 2.240 -2.037 0.0 0.0 0.1
C 3.069 2.379 -0.872 0.1 0.0 0.0
C 3.998 3.409 -0.759 0.0 -0.1 0.0
C 4.183 4.299 -1.803 0.0 0.0 0.0
C 3.441 4.154 -2.971 0.0 0.0 0.0
C 2.522 3.127 -3.092 0.0 0.0 0.0
C 1.496 0.301 -3.427 0.0 0.0 0.0
C 2.721 -0.346 -3.574 0.0 0.0 0.0
C 2.948 -1.180 -4.656 0.0 0.0 0.0
C 1.957 -1.355 -5.614 0.0 0.0 0.0
C 0.748 -0.688 -5.488 0.0 0.0 0.0
C 0.515 0.136 -4.394 0.0 0.0 0.0
H 1.906 -0.469 -1.103 0.0 0.0 0.0
H 2.939 1.681 -0.055 0.0 0.0 0.0
H 4.584 3.504 0.147 0.0 0.0 0.0
H 4.908 5.097 -1.715 0.0 0.0 0.0
H 3.585 4.843 -3.793 0.0 0.0 0.0
H 1.947 3.015 -4.002 0.0 0.0 0.0
H 3.511 -0.173 -2.849 0.0 0.0 0.0
H 3.902 -1.680 -4.761 0.0 0.0 0.0
H 2.135 -1.998 -6.466 0.0 0.0 0.0
H -0.018 -0.805 -6.243 0.0 0.0 0.0
H -0.431 0.658 -4.310 0.0 0.0 0.0
C -2.888 1.154 2.624 0.0 0.0 0.1
N -1.917 2.186 2.890 0.0 0.0 0.0
C -1.719 2.527 4.291 0.0 0.0 0.0
C -1.006 2.509 1.935 0.3 -0.1 0.1
N -0.693 1.686 0.961 -0.5 0.2 -0.1
N -0.413 3.726 2.058 0.1 0.0 0.0
C -1.162 4.899 2.496 0.0 0.0 0.0
C 0.792 4.014 1.294 0.0 0.0 0.0
H -3.780 1.343 3.224 0.0 0.0 0.0
H -2.507 0.159 2.874 0.0 0.0 0.0
H -3.165 1.187 1.574 0.0 0.0 0.0
H -1.590 1.614 4.879 0.0 0.0 0.0
H -2.577 3.071 4.689 0.0 0.0 0.0
H -0.828 3.136 4.407 0.0 0.0 0.0
H -0.232 2.233 0.240 -0.1 0.0 0.0
H -2.166 4.620 2.799 0.0 0.0 0.0
H -1.240 5.611 1.671 0.0 0.0 0.0
H -0.662 5.392 3.331 0.0 0.0 0.0
H 0.577 4.277 0.251 0.0 0.0 0.0
H 1.462 3.158 1.315 0.0 0.0 0.0
H 1.300 4.859 1.756 0.0 0.0 0.0
```
Forces are in eV/Å.